Record 1
67
Properties=species:S:1:pos:R:3:forces:R:3:lowdin_charge:R:1 method="wB97M-V/def2-TZVPD" e_homo_ev=-15.84 charge=+3 mol_weight_g_mol=578.341 homo_lumo_gap_ev=7.78
In -0.80182 -0.31684 -0.77297 -0.4 0.0 0.6 1.01
C 1.05584 -1.93833 -3.75391 0.0 0.0 0.0 -0.06
C 1.75278 -2.98371 -2.88159 0.0 0.0 0.0 -0.17
C 2.57194 -2.32779 -1.79605 0.1 0.1 -0.1 -0.16
C 3.94160 -2.14856 -1.98367 0.0 -0.1 0.0 0.00
C 4.70469 -1.41436 -1.09198 0.0 0.0 0.0 -0.03
C 4.10481 -0.82626 0.01344 0.0 0.0 0.0 -0.03
C 2.74349 -0.98712 0.24952 0.0 0.0 0.0 -0.20
C 2.12629 -0.39959 1.49936 0.0 0.0 0.0 -0.21
C 1.85223 -1.44023 2.58876 0.1 0.0 0.0 -0.06
C 2.00013 -1.75357 -0.65797 -0.1 0.1 0.3 -0.19
N 0.58494 -1.84147 -0.44427 0.0 -0.4 -0.4 -0.02
C -0.07186 -2.98009 -0.37477 0.0 0.1 0.1 -0.03
C -1.47152 -3.02076 -0.55538 0.0 0.0 -0.1 -0.30
C -2.40197 -4.05248 -0.39349 0.1 0.0 0.0 0.02
C -3.64096 -3.53893 -0.76489 0.0 0.0 -0.1 -0.03
C -3.43144 -2.21753 -1.15938 -0.1 0.0 0.0 -0.12
N -2.13375 -1.88858 -1.03711 0.3 -0.1 0.0 -0.06
H 0.46199 -2.40532 -4.53793 0.0 0.0 0.0 0.09
H 1.77883 -1.27056 -4.22282 0.0 0.0 0.0 0.09
H 0.37357 -1.31505 -3.15613 0.0 0.0 0.0 0.03
H 2.41625 -3.59098 -3.49626 0.0 0.0 0.0 0.13
H 1.00988 -3.67698 -2.48571 0.0 0.0 0.0 0.10
H 4.41030 -2.59109 -2.85384 0.0 0.0 0.0 0.13
H 5.76777 -1.30116 -1.25608 0.0 0.0 0.0 0.12
H 4.70593 -0.26259 0.71757 0.0 0.0 0.0 0.12
H 1.18990 0.12835 1.26927 0.0 0.0 0.0 0.06
H 2.81204 0.35634 1.88821 0.0 0.0 0.0 0.11
H 1.04836 -2.12017 2.30722 0.0 0.0 0.0 0.07
H 1.58683 -0.95961 3.53742 -0.1 0.0 0.0 0.06
H 2.74234 -2.03564 2.78905 0.0 0.0 0.0 0.10
H 0.47831 -3.89477 -0.16528 0.0 0.0 -0.1 0.17
H -2.18536 -5.05388 -0.05504 0.0 0.0 0.0 0.13
H -4.57810 -4.06948 -0.80470 0.0 0.0 0.0 0.12
H -4.14342 -1.53411 -1.60052 0.0 0.0 0.0 0.12
N -4.34705 1.28197 0.83025 0.0 -0.1 0.0 0.19
C -3.76829 0.91526 2.17884 0.0 0.0 0.0 -0.15
P -1.93110 1.05152 2.18272 -0.2 0.1 -0.1 0.46
O -1.49662 2.45752 1.95477 0.0 0.0 0.0 -0.30
O -1.42879 -0.05173 1.27957 0.1 0.0 0.0 -0.34
C -1.49482 0.66772 3.93682 0.1 0.0 0.0 -0.14
N -0.35566 1.58070 4.30362 0.0 0.0 0.0 0.17
H -3.61979 1.50651 0.12390 0.0 0.0 0.0 0.10
H -4.96867 2.08941 0.90424 0.0 0.0 0.0 0.18
H -4.90325 0.51177 0.45341 0.0 0.0 0.0 0.17
H -4.07064 -0.10536 2.40858 0.0 0.0 0.0 0.12
H -4.19431 1.58512 2.92340 0.0 0.0 0.0 0.12
H -1.19931 -0.36803 4.08778 0.0 0.0 0.0 0.12
H -2.32314 0.90603 4.60299 0.0 0.0 0.0 0.12
H -0.44591 2.44136 3.73533 0.0 0.0 0.0 0.14
H 0.54916 1.15523 4.08988 0.0 0.0 0.0 0.16
H -0.35797 1.82324 5.29692 0.0 0.0 0.0 0.18
C 1.17493 5.08926 -1.57749 0.0 0.0 0.0 0.04
N 0.44652 3.83971 -1.35719 0.0 0.0 0.0 -0.05
C -1.01311 3.77010 -1.28315 0.1 0.0 0.0 0.03
C -1.20882 2.29678 -1.11575 -0.2 -0.3 0.0 -0.44
O -2.24369 1.59626 -1.06155 0.2 0.4 0.0 -0.03
N -0.01915 1.68118 -1.04143 0.0 0.1 -0.4 0.13
C 0.96402 2.63107 -1.20572 0.1 -0.1 0.1 -0.32
N 2.24124 2.31242 -1.18538 0.0 0.0 -0.1 0.28
H 0.60492 5.70612 -2.26841 0.0 0.0 0.0 0.11
H 2.13829 4.88573 -2.03987 0.0 0.0 0.0 0.10
H 1.31844 5.62479 -0.64043 0.0 0.0 0.0 0.11
H -1.48401 4.13507 -2.19869 0.0 0.0 0.0 0.17
H -1.40892 4.31693 -0.42405 0.0 0.0 0.0 0.16
H 2.52000 1.33957 -1.12318 0.0 0.0 0.0 0.12
H 2.96464 2.99969 -1.32881 0.0 0.0 0.0 0.14


Record 2
220
Properties=species:S:1:pos:R:3:forces:R:3:lowdin_charge:R:1 method="wB97M-V/def2-TZVPD" e_homo_ev=-23.46 charge=+8 mol_weight_g_mol=1266.000 homo_lumo_gap_ev=9.59
C 12.28974 -8.58515 20.98370 -0.4 -0.2 0.5 -0.04
C 13.01494 -8.05262 22.27647 -1.7 1.8 -2.6 -0.17
N 14.00594 -8.89559 22.80966 0.5 -1.9 2.3 -0.08
C 15.25202 -9.14054 22.28308 -0.1 -1.2 0.0 0.01
C 15.79259 -10.18891 23.00189 -1.0 0.2 -0.5 0.02
N 14.91708 -10.51253 24.01400 -1.7 0.7 -1.9 -0.07
C 13.79787 -9.72738 23.87002 2.1 -0.4 -0.5 0.05
C 15.14794 -11.68582 24.89022 -0.6 1.0 0.7 0.05
H 11.68000 -7.81367 20.51344 0.1 0.4 0.3 0.05
H 11.57774 -9.35732 21.27510 0.0 -0.2 0.1 0.06
H 12.84750 -9.01109 20.14969 0.7 0.1 0.4 0.07
H 12.20405 -7.78054 22.95214 0.3 -0.6 0.6 0.12
H 13.41963 -7.06742 22.04473 0.5 -0.1 0.0 0.11
H 15.51831 -8.68087 21.34277 0.3 0.0 0.3 0.14
H 16.51545 -10.95684 22.76917 0.7 0.7 0.0 0.15
H 12.91978 -9.70203 24.49828 0.2 -0.1 0.0 0.17
H 15.27498 -12.66198 24.42217 0.1 0.5 -0.7 0.12
H 14.22598 -11.75049 25.46805 0.5 -0.1 0.6 0.11
H 16.04516 -11.38099 25.42890 -0.3 -0.6 0.6 0.12
C 15.91913 -7.12466 16.11952 0.7 -1.2 0.4 -0.06
C 15.12589 -6.36414 15.09949 0.2 0.2 -0.2 -0.15
N 14.35196 -7.23959 14.19675 1.8 -0.7 -0.6 -0.05
C 13.05322 -7.49702 14.42439 -0.8 -2.4 -2.2 -0.03
C 12.68388 -8.44017 13.43551 1.2 -0.1 1.0 0.02
N 13.86415 -8.84114 12.74580 -0.8 2.8 2.2 -0.08
C 14.84697 -8.04428 13.20708 -0.9 0.1 0.7 0.03
C 14.01440 -9.74427 11.62354 -0.5 -0.7 -0.3 0.03
H 16.90139 -7.36508 15.71275 0.2 0.3 0.4 0.09
H 15.51641 -8.10060 16.39056 -0.6 -0.1 -0.3 0.06
H 15.98133 -6.63251 17.09010 0.4 0.4 -0.3 0.08
H 15.80343 -5.77842 14.47823 -0.2 0.2 0.1 0.14
H 14.44149 -5.71139 15.64135 -0.3 0.1 -0.6 0.12
H 12.63262 -7.20019 15.37381 -0.6 0.3 -0.5 0.10
H 11.76425 -8.97842 13.25952 0.1 0.2 0.1 0.12
H 15.85616 -8.09272 12.82553 0.0 0.3 0.1 0.18
H 13.11884 -10.36274 11.56391 -0.2 0.4 -0.3 0.11
H 14.79411 -10.48343 11.80742 0.4 0.4 0.0 0.10
H 14.18882 -9.13821 10.73451 0.0 -0.5 -0.1 0.13
C 13.93448 -4.17821 21.06295 -0.2 -0.2 -0.5 -0.04
C 14.29321 -4.46760 19.59411 1.3 -0.6 0.3 -0.15
N 14.94382 -3.34072 18.89792 2.7 2.2 2.6 -0.05
C 14.50695 -2.76512 17.79270 0.2 2.2 -2.3 -0.07
C 15.29928 -1.66688 17.52754 0.3 0.8 -0.9 0.00
N 16.31548 -1.49602 18.47080 -4.7 -3.8 1.5 -0.04
C 16.00050 -2.51001 19.36985 0.1 -0.6 -1.1 0.08
C 17.13724 -0.34382 18.67944 2.2 1.7 0.5 0.01
H 14.62089 -4.76836 21.67013 -0.1 0.4 0.3 0.08
H 12.91785 -4.48841 21.30449 0.0 0.1 -0.1 0.07
H 14.02234 -3.11237 21.27358 0.0 -0.1 0.2 0.09
H 13.52611 -4.88968 18.94487 -0.3 0.6 0.1 0.11
H 15.06324 -5.23859 19.62117 0.0 -0.2 -0.1 0.11
H 13.63995 -3.07447 17.22789 0.1 -0.2 0.2 0.12
H 15.20709 -0.91721 16.75560 -0.1 -0.3 -0.2 0.14
H 16.57030 -2.68795 20.26989 -0.1 -0.1 0.0 0.17
H 17.61936 -0.30583 19.65628 0.0 -0.9 0.1 0.12
H 16.70540 0.65667 18.70447 -1.2 -0.4 -0.5 0.12
H 17.93741 -0.26147 17.94387 -0.1 -0.4 -0.1 0.12
C 13.00103 -10.55952 16.15953 -0.5 -0.5 2.0 -0.05
C 14.06284 -11.60330 16.64483 -1.7 1.4 -0.9 -0.14
N 14.62185 -12.23198 15.50565 2.3 -0.4 -1.6 -0.10
C 14.23346 -13.40570 14.91497 0.3 0.4 -0.6 0.03
C 15.21464 -13.69333 14.01034 -0.7 -1.4 -0.6 0.00
N 16.21329 -12.78438 14.04980 -2.8 1.8 2.3 -0.08
C 15.76691 -11.80752 14.94277 0.9 -2.1 -0.4 0.02
C 17.45001 -12.82567 13.32492 0.6 0.7 -0.5 0.04
H 13.32638 -9.53543 15.97652 0.5 -0.4 -0.2 0.04
H 12.37047 -10.49896 17.04656 -0.4 0.5 0.0 0.06
H 12.31168 -10.88166 15.37907 0.4 -0.3 -0.2 0.08
H 13.58126 -12.41577 17.18896 0.1 0.4 0.5 0.14
H 14.84822 -11.08101 17.19117 -0.1 -0.4 0.3 0.13
H 13.25705 -13.84266 15.06357 0.3 -0.2 0.2 0.15
H 15.21839 -14.50093 13.29329 0.2 -0.1 0.1 0.16
H 16.30631 -10.96478 15.34927 0.3 -0.2 -0.3 0.16
H 17.79362 -11.79798 13.44284 0.9 -0.3 -0.4 0.11
H 17.28252 -13.06866 12.27564 -0.1 0.2 0.0 0.12
H 18.12883 -13.57844 13.72572 0.0 0.3 0.2 0.13
C 6.90188 0.82106 13.90592 0.4 -0.2 1.0 -0.04
C 7.98151 -0.13051 14.64367 -1.7 1.3 -0.5 -0.20
C 8.41135 0.42085 15.98609 2.2 0.2 0.0 -0.08
N 9.42882 -0.52362 16.77557 0.2 -1.4 -0.6 -0.20
C 8.73029 -1.80433 17.22640 0.2 0.6 -0.7 0.02
C 10.04027 0.13685 17.95691 0.6 0.8 1.2 -0.16
C 11.03919 1.07973 17.39205 0.6 1.8 -0.6 -0.16
C 11.58155 0.49097 16.07877 -1.5 -0.2 -0.1 -0.12
C 10.78822 -0.80426 15.97075 -0.6 -0.5 0.5 -0.07
H 5.89600 0.70702 14.31002 0.0 -0.5 0.1 0.08
H 6.86269 0.61263 12.83675 0.2 -0.1 0.1 0.08
H 7.05549 1.89146 14.04283 0.6 0.0 -0.1 0.08
H 8.86383 -0.11860 14.00377 -0.1 -0.6 -0.1 0.11
H 7.46691 -1.08661 14.73944 0.5 -0.3 -0.2 0.09
H 7.67600 0.79710 16.69729 -0.1 -0.5 0.0 0.15
H 9.08879 1.23842 15.73961 -0.4 0.4 0.2 0.12
H 7.69429 -1.53127 17.42700 0.1 -0.1 0.4 0.11
H 9.25869 -2.19942 18.09403 -0.2 0.1 -0.1 0.09
H 8.72310 -2.56181 16.44264 0.2 0.2 -0.1 0.07
H 10.59334 -0.54628 18.60155 -0.6 -0.7 -0.2 0.13
H 9.38195 0.72741 18.59406 -0.6 -0.5 -0.2 0.16
H 11.86190 1.37361 18.04388 -0.3 -0.2 0.3 0.13
H 10.46438 1.98706 17.20645 0.5 0.3 -0.3 0.13
H 12.65259 0.29415 16.12620 -0.2 0.2 -0.4 0.11
H 11.25026 1.11933 15.25203 0.9 0.2 -0.1 0.13
H 11.31565 -1.57647 16.53075 -0.4 -0.2 0.4 0.10
H 10.64079 -1.24466 14.98465 -0.5 0.4 0.0 0.12
C 0.53583 -7.72564 19.30988 -0.8 -0.5 0.1 -0.09
C 1.33499 -7.18611 18.17110 2.7 0.8 0.0 -0.22
C 2.50572 -6.27079 18.77659 -0.3 1.0 -1.5 -0.07
N 3.71674 -5.87592 17.82358 -0.1 0.3 -1.2 -0.21
C 3.13178 -5.32768 16.43941 0.3 -1.5 1.9 0.08
C 4.74073 -4.83405 18.45550 -0.7 -1.4 0.6 -0.02
C 5.82531 -5.78127 19.05481 -0.4 0.7 -0.3 -0.14
C 5.97055 -6.72420 17.90430 0.5 -0.4 -1.1 -0.22
C 4.56169 -7.11097 17.58751 -0.3 -0.5 0.8 -0.14
H -0.21586 -8.35623 18.83510 -0.7 0.5 0.4 0.10
H 0.15119 -6.90909 19.92095 -0.5 -0.3 0.0 0.10
H 1.02477 -8.45613 19.95441 0.6 0.3 0.1 0.08
H 0.75524 -6.60364 17.45506 -0.2 0.0 0.2 0.12
H 1.75992 -8.02843 17.62519 0.2 0.0 -0.2 0.10
H 2.89929 -6.69578 19.69995 0.3 0.0 -0.2 0.12
H 2.12135 -5.26688 18.95694 -0.4 -0.2 0.5 0.13
H 3.93474 -4.81976 15.90522 -0.2 -0.2 0.0 0.10
H 2.25364 -4.70841 16.62239 0.3 0.2 0.1 0.11
H 2.79976 -6.27088 16.00554 0.0 0.5 -0.6 0.09
H 5.21580 -4.23235 17.68066 -0.5 -0.1 -0.2 0.12
H 4.09542 -4.22851 19.09190 0.5 0.1 0.2 0.14
H 6.83045 -5.38501 19.19896 -0.4 0.7 0.5 0.11
H 5.45366 -6.29949 19.93879 0.1 0.2 0.1 0.10
H 6.44185 -6.20782 17.06804 0.1 0.1 0.0 0.10
H 6.61331 -7.58382 18.09409 -0.1 -0.1 0.1 0.10
H 4.36152 -7.63417 16.65246 -0.1 0.4 0.0 0.13
H 4.31297 -7.77031 18.41908 -0.5 -0.3 -0.2 0.11
C 8.44575 -3.99172 13.81919 -1.2 -0.9 -0.5 -0.08
C 8.50676 -4.95723 12.59594 0.5 -0.5 1.4 -0.19
C 8.33563 -6.42028 13.16235 -1.4 1.0 -2.1 -0.11
N 7.78496 -7.37909 12.08821 0.5 -0.4 -0.6 -0.24
C 8.66613 -7.34850 10.80113 -1.0 -0.6 1.7 0.06
C 6.23376 -7.12438 11.77782 0.9 -0.3 -0.4 -0.02
C 5.43328 -8.20591 12.54426 -1.3 2.9 0.2 -0.15
C 6.35621 -8.85273 13.47594 3.2 -1.9 -0.1 -0.17
C 7.74558 -8.77394 12.73499 -1.1 0.3 -0.5 -0.08
H 9.09763 -4.37409 14.60465 0.8 0.5 -0.2 0.06
H 7.49561 -4.09920 14.34245 -0.5 0.2 -0.3 0.07
H 8.55440 -2.94904 13.52067 0.4 -0.1 0.3 0.07
H 9.51449 -4.81834 12.20440 0.2 -0.5 -0.1 0.11
H 7.89420 -4.75472 11.71739 -0.6 0.3 0.5 0.11
H 7.50392 -6.58596 13.84711 0.6 0.9 0.9 0.11
H 9.31665 -6.69481 13.55008 -0.3 -0.8 0.0 0.12
H 8.58151 -6.38938 10.29022 -0.2 -0.3 0.0 0.11
H 8.28608 -8.21523 10.26036 0.4 0.4 -0.6 0.11
H 9.68683 -7.48927 11.15674 0.0 -0.1 -0.2 0.10
H 5.97375 -7.24720 10.72644 0.9 0.1 -0.2 0.14
H 6.05388 -6.07192 11.99705 -0.1 -0.2 0.4 0.13
H 4.82377 -8.84027 11.90068 0.5 -0.1 -0.1 0.14
H 4.72837 -7.59836 13.11179 -0.5 -0.3 0.1 0.12
H 6.18354 -9.92841 13.51047 -0.3 0.0 0.5 0.13
H 6.52754 -8.47351 14.48338 -0.7 0.3 0.0 0.09
H 7.69165 -9.48869 11.91381 0.3 0.0 0.0 0.14
H 8.61773 -8.95801 13.36234 0.0 0.2 -0.1 0.12
C 9.05951 -11.20390 18.94589 0.6 0.8 0.0 -0.10
C 7.67755 -11.31124 19.55178 -0.2 -0.4 -0.2 -0.22
C 6.82674 -12.23916 18.66876 0.7 -0.6 0.1 -0.14
N 5.35594 -12.07987 18.87070 -1.1 -0.8 0.0 -0.23
C 4.96512 -10.80697 18.15705 -1.8 0.0 0.2 0.02
C 4.85577 -12.12376 20.34548 -0.2 0.0 -0.2 -0.06
C 3.35185 -12.57538 20.35264 1.3 1.8 0.3 -0.14
C 3.18496 -13.38320 19.08143 -0.2 0.5 -0.2 -0.12
C 4.56316 -13.32247 18.31967 -1.0 -1.0 0.7 -0.04
H 8.95762 -10.55968 18.07256 0.4 -0.6 -0.4 0.06
H 9.57579 -12.15353 18.80535 -0.6 -0.3 -0.6 0.09
H 9.81549 -10.68661 19.53666 -0.4 0.4 0.6 0.06
H 7.16538 -10.35114 19.61495 0.3 0.3 0.0 0.09
H 7.75706 -11.70315 20.56577 -0.3 -0.2 0.0 0.11
H 7.21690 -13.25078 18.78055 -0.8 -0.4 0.8 0.15
H 6.95229 -12.18493 17.58737 0.3 1.0 -0.1 0.14
H 3.92167 -10.61234 18.40489 -0.3 -0.4 -0.2 0.11
H 5.04654 -10.91325 17.07530 0.1 -0.3 0.2 0.12
H 5.39370 -9.84906 18.45169 1.0 -0.6 0.4 0.08
H 5.01641 -11.13179 20.76772 0.1 -0.1 0.1 0.12
H 5.47415 -12.87379 20.83859 0.1 0.1 0.0 0.14
H 2.72946 -11.68135 20.39079 -0.1 0.1 -0.3 0.11
H 3.10252 -13.06900 21.29193 0.3 -0.4 -0.2 0.13
H 2.38041 -12.96684 18.47526 0.1 0.0 -0.1 0.12
H 2.80745 -14.33767 19.44830 0.7 -0.5 -0.9 0.14
H 4.46687 -13.40181 17.23683 0.1 0.8 0.0 0.14
H 5.11055 -14.22607 18.58791 0.5 0.3 0.3 0.14
C 6.19124 -11.32632 26.58130 -0.2 -0.4 -0.8 -0.05
C 6.15948 -10.14503 25.57562 0.0 0.7 0.6 -0.22
C 7.57635 -9.81256 25.06775 -0.1 -0.3 -0.1 -0.10
N 7.73060 -8.65247 24.04470 -0.7 0.8 1.6 -0.23
C 8.06626 -7.33948 24.82875 0.1 -0.3 -1.4 0.07
C 8.79693 -8.86690 22.99179 -0.3 -1.2 2.1 -0.13
C 8.43570 -7.92191 21.87545 1.7 -0.7 0.1 -0.15
C 6.92619 -7.75258 21.93338 0.2 -0.4 -0.9 -0.14
C 6.45416 -8.47442 23.19074 0.7 0.6 1.3 -0.06
H 5.53096 -12.13386 26.26504 0.0 0.0 -0.2 0.08
H 5.79579 -11.05301 27.55957 0.6 0.1 0.0 0.10
H 7.18962 -11.76350 26.59567 0.0 0.0 0.6 0.08
H 5.88123 -9.28962 26.19122 -0.3 0.3 -0.3 0.12
H 5.38479 -10.26290 24.81795 0.2 -0.2 -0.1 0.10
H 8.08590 -10.66103 24.61107 -0.2 -0.1 0.0 0.12
H 8.09880 -9.55301 25.98850 0.5 0.2 -0.3 0.14
H 9.11196 -7.31980 25.13569 0.0 -0.6 0.0 0.11
H 7.45628 -7.13778 25.70929 -0.4 -0.4 -0.4 0.12
H 7.98121 -6.56650 24.06496 -0.3 0.3 0.4 0.10
H 9.73238 -8.84196 23.55073 0.3 0.9 -0.4 0.13
H 8.76111 -9.93968 22.80219 -0.5 0.0 -0.8 0.12
H 8.98985 -6.99341 22.01299 -0.2 0.1 -0.2 0.12
H 8.79543 -8.41001 20.96966 -0.1 0.4 -0.3 0.10
H 6.74812 -6.68676 21.79048 -0.7 -0.2 0.6 0.12
H 6.53302 -8.27796 21.06304 -0.4 0.2 0.0 0.10
H 5.73914 -7.93349 23.81061 -0.1 -0.1 -0.2 0.15
H 6.08798 -9.49136 23.04988 0.0 0.2 -0.4 0.12
N 10.70660 -6.47012 16.59470 -0.9 -7.3 -3.6 -0.23
S 9.70696 -7.78375 16.99467 -2.4 -5.2 -0.5 0.62
O 8.36128 -7.84097 16.36491 3.5 0.7 0.9 -0.30
O 9.75731 -8.26887 18.39568 0.1 1.7 -2.9 -0.30
F 10.50431 -8.96867 16.23722 -0.1 1.2 0.0 -0.20
S 10.16422 -5.68745 17.69816 0.9 10.0 7.6 0.35
O 10.82849 -5.81716 18.99758 -1.0 -0.2 -1.7 -0.30
O 8.80103 -5.23831 17.70522 -0.4 -1.3 0.0 -0.26
F 10.84732 -4.34505 17.12596 0.5 0.7 0.1 -0.22